Below is C4H3O5Tb as an isolated structure, with properties calculated with ωB97M-V/def2-TZVPD.

Geometry as XYZ:
```
13
Properties=species:S:1:pos:R:3:forces:R:3
O 4.1389 0.4626 0.8993 -1.6 0.6 -0.7
C 3.2117 0.9527 0.4984 1.4 -0.5 0.6
C 0.2844 -1.1368 -0.7166 0.7 -1.2 0.6
C -1.1348 -1.1652 -0.1964 0.3 -0.4 0.3
O -1.8245 0.0449 -0.4618 0.1 0.5 -0.7
C -1.6699 1.0693 0.4097 -6.1 -2.3 1.4
O -0.4457 1.4639 0.5062 6.6 4.0 -1.4
O -2.6252 1.4302 1.0638 2.6 0.5 -1.2
O 1.2213 -1.6288 -0.1164 -0.7 1.1 -0.6
H 0.4074 -0.7422 -1.7492 0.1 0.3 -0.1
H -1.1241 -1.3903 0.8787 -0.1 -0.1 -0.2
H -1.6788 -1.9490 -0.7425 0.1 0.1 0.2
Tb 1.2394 2.5885 -0.2732 -3.3 -2.7 1.8
```
Forces are in eV/Å.

Computed properties:
LUMO (alpha / beta), eV: -12.07 / -12.32
Net charge: +2
Electronic energy, eV: -36847.088
⟨S²⟩: 12.721
Multiplicity: 7

***

Below is one molecule with the formula C5H9OP, with properties calculated with ωB97M-V/def2-TZVPD.

Geometry as XYZ:
```
16
Properties=species:S:1:pos:R:3:forces:R:3
C -0.3593 1.6815 0.4198 1.7 1.0 0.0
C -1.0839 0.2654 0.2828 0.4 2.0 0.6
C 1.0723 1.4492 -0.2017 -1.5 -1.0 -0.2
C -0.1104 -0.7988 -0.0552 -1.7 -0.1 -0.1
C -0.5109 -2.1945 -0.3045 1.0 -2.6 1.5
O 2.5444 -0.9066 -0.5059 2.4 -1.5 -0.4
P 1.4536 -0.3510 0.2802 -1.0 3.0 -1.3
H -0.8759 2.5765 -0.0712 0.4 -1.6 0.4
H -0.0953 2.0740 1.4467 -1.0 -1.0 -0.6
H -1.5769 0.0347 1.2044 -0.6 -0.2 0.7
H -1.8725 0.3631 -0.4494 -0.1 -0.2 -0.5
H 1.0461 1.5532 -1.2811 -0.2 -0.7 -0.4
H 1.8721 2.0918 0.0228 0.8 1.1 1.2
H 0.0362 -2.6905 -1.1868 -0.8 0.9 1.2
H -1.6126 -2.5568 -0.2782 1.9 1.1 0.1
H 0.0730 -2.5912 0.6774 -1.7 -0.3 -2.3
```
Forces are in eV/Å.

Computed properties:
LUMO (alpha / beta), eV: -0.63 / -0.63
Energy above the lowest of the compared OMol25 structures with the same formula, charge and spin, kcal per mole: 46.5
Net charge: 0
Electronic energy, eV: -16664.872
Multiplicity: 1

***

Below is one molecule with the formula C6H9F, with properties calculated with ωB97M-V/def2-TZVPD.

Geometry as XYZ:
```
16
Properties=species:S:1:pos:R:3:forces:R:3
F 2.9298 0.5188 0.2669 0.2 0.0 0.0
C 1.6801 0.9015 0.6252 -0.7 -0.4 -0.1
C 0.5471 -0.0748 0.8942 -0.1 0.8 0.6
C -0.1635 -1.3249 0.4344 -0.1 -0.5 0.0
C -1.2983 -0.6572 -0.4693 -0.2 -0.4 -0.5
C -0.8318 0.8168 -0.7890 0.0 0.7 0.2
C 0.6435 0.6882 -0.4288 -0.3 -0.2 -0.1
H 1.6884 1.7476 1.2950 0.1 0.1 0.1
H -0.1369 0.5044 1.5685 0.5 -0.5 -0.5
H -0.5784 -1.9496 1.2476 0.1 0.4 -0.3
H 0.4876 -1.9821 -0.1565 -0.1 0.2 0.0
H -1.4444 -1.2251 -1.4211 0.1 0.3 0.8
H -2.2616 -0.6548 0.0618 0.3 0.0 -0.2
H -1.0177 1.1241 -1.8256 0.1 -0.3 0.1
H -1.3428 1.5605 -0.1531 0.2 -0.4 -0.1
H 1.0988 0.0068 -1.1502 0.1 0.0 0.1
```
Forces are in eV/Å.

Computed properties:
LUMO, eV: 1.16
Energy above the lowest of the compared OMol25 structures with the same formula, charge and spin, kcal per mole: 53.4
Net charge: 0
Electronic energy, eV: -9082.380
Multiplicity: 1
SMILES: FC1[C@@H]2CCC[C@@H]12

***

Below is one molecule with the formula C5H9NO3, with properties calculated with ωB97M-V/def2-TZVPD.

Geometry as XYZ:
```
18
Properties=species:S:1:pos:R:3:forces:R:3
C -1.2004 -0.9696 2.4928 -0.2 -0.1 -0.9
O -1.4288 -0.8548 1.0682 0.7 0.7 0.2
C -0.5466 0.0777 0.6021 1.1 -0.1 -3.7
C -0.1166 0.0771 -0.7260 -1.1 -1.3 0.8
C -0.7707 -1.0423 -1.5154 3.5 0.2 -0.2
C 0.9116 0.7535 -1.5609 -1.0 -0.4 0.3
N 1.7416 1.6651 -1.1834 0.5 -1.3 1.3
O 2.6807 2.1659 -1.8156 -0.2 0.5 0.6
O 1.6877 1.7766 0.2695 0.6 1.1 -0.8
H -0.1549 -1.2824 2.6251 -0.4 0.1 0.4
H -1.9052 -1.7050 2.8302 -0.1 -0.5 0.3
H -1.4514 -0.0182 2.9593 0.3 0.0 0.2
H -0.1986 0.7711 1.3013 0.5 1.0 1.0
H -0.2563 -1.9817 -1.4167 0.7 -0.5 0.2
H -0.8789 -0.9282 -2.5430 0.4 0.9 -2.1
H -1.6952 -1.2760 -1.2696 -4.4 -0.7 1.9
H 1.1251 0.4255 -2.5926 -0.7 0.3 0.7
H 2.4569 2.3457 0.4748 -0.3 -0.2 -0.3
```
Forces are in eV/Å.

Computed properties:
LUMO, eV: 0.47
Energy above the lowest of the compared OMol25 structures with the same formula, charge and spin, kcal per mole: 151.0
Net charge: 0
Electronic energy, eV: -12958.159
Multiplicity: 1
SMILES: CO/C=C(C)/C=[N+](/[O-])O

***

Below is one molecule with the formula C2H2N3P, with properties calculated with ωB97M-V/def2-TZVPD.

Geometry as XYZ:
```
8
Properties=species:S:1:pos:R:3:forces:R:3
N -3.8184 -1.0437 0.0657 -1.0 -0.4 0.3
C -2.8173 -0.4951 -0.0066 -1.0 -0.4 -0.2
N -1.6428 0.0231 -0.2447 1.0 6.5 1.0
P -0.1828 -0.8746 -0.0417 1.1 -0.3 -0.9
C -1.5527 1.5794 0.0076 -0.6 -5.7 -1.3
N -1.4812 2.7176 0.0674 0.1 0.7 0.2
H 0.5365 0.3109 0.2875 0.2 -0.5 -0.3
H 0.1214 -0.8933 -1.4820 0.2 0.1 1.1
```
Forces are in eV/Å.

Computed properties:
LUMO, eV: -0.40
Energy above the lowest of the compared OMol25 structures with the same formula, charge and spin, kcal per mole: 54.6
Net charge: 0
Electronic energy, eV: -15862.335
Multiplicity: 1
SMILES: N#CN(P)C#N

***

Below is C21H26BrN3O4Te4Ti as an isolated structure, with properties calculated with ωB97M-V/def2-TZVPD.

Geometry as XYZ:
```
60
Properties=species:S:1:pos:R:3:forces:R:3
Ti 0.1007 -0.8743 0.1910 -0.4 0.0 -0.7
C -1.3503 -3.1467 3.3001 -0.2 0.1 0.0
C -0.5901 -2.1388 2.4714 0.2 -0.2 0.0
O -0.9793 -2.1058 1.1692 0.3 0.9 -0.2
C 0.4518 -1.4684 2.9952 0.0 0.2 0.4
C 1.6604 -0.7718 2.3959 0.7 -1.3 0.0
C 2.4620 0.0646 3.3734 -0.3 0.2 0.1
N 1.6136 -0.1561 1.0683 -1.1 -0.2 0.4
N 1.2187 1.2547 1.0516 0.4 0.0 0.0
C -0.0447 1.4247 1.3522 0.3 0.0 0.1
O -0.8580 0.4579 1.5502 -0.1 0.1 -0.5
C -0.5522 2.8281 1.3848 -0.1 0.0 0.1
C 0.3093 3.9112 1.5283 0.0 0.0 0.0
C -0.1944 5.2028 1.5219 0.0 0.0 0.0
C -1.5588 5.4203 1.3658 0.0 0.0 0.0
C -2.4190 4.3400 1.2249 0.0 0.0 0.0
C -1.9175 3.0467 1.2415 0.0 0.0 0.0
H -1.9822 -3.7386 2.6393 0.0 0.0 0.0
H -0.6613 -3.8218 3.8102 0.0 0.0 0.0
H -1.9904 -2.6732 4.0499 0.0 0.0 0.0
H 0.6089 -1.6457 4.0562 0.0 -0.1 0.0
H 2.6014 -0.4742 4.3126 0.0 0.0 0.0
H 3.4369 0.2936 2.9441 0.0 0.0 0.0
H 1.9540 1.0108 3.5947 0.0 0.0 0.0
H 1.3686 3.7171 1.6321 0.0 0.0 0.0
H 0.4779 6.0447 1.6395 0.0 0.0 0.0
H -1.9485 6.4314 1.3474 0.0 0.0 0.0
H -3.4815 4.5046 1.0933 0.0 0.0 0.0
H -2.5649 2.1873 1.1221 0.0 0.0 0.0
C -1.2544 -3.5004 -2.3309 0.0 0.0 0.0
O -0.5908 -2.2553 -2.3291 -0.1 0.1 -0.1
C 0.2489 -2.0888 -3.4505 0.0 0.0 0.0
C 0.9668 -0.7507 -3.3774 0.1 -0.3 0.0
O 1.5379 -0.6161 -2.0991 -0.1 0.3 0.2
C 2.8619 -0.1236 -2.0478 0.0 0.0 0.0
H -1.9458 -3.5692 -3.1810 0.0 0.0 0.0
H -1.8051 -3.5718 -1.3950 0.0 0.0 0.0
H -0.5393 -4.3292 -2.3739 0.0 0.0 0.0
H -0.3512 -2.1313 -4.3720 0.0 0.0 0.0
H 0.9909 -2.8976 -3.4788 0.0 0.0 0.1
H 0.2888 0.0812 -3.5914 0.0 0.0 0.1
H 1.7568 -0.7620 -4.1378 0.0 0.0 0.0
H 3.5431 -0.7904 -2.5861 0.0 0.0 0.0
H 3.1389 -0.0998 -0.9957 0.0 0.0 0.0
H 2.9184 0.8867 -2.4727 0.0 0.0 0.0
Te 1.6802 -3.2023 -0.2691 0.2 0.3 0.8
Te 2.9499 -2.7464 2.1666 -0.3 0.7 -0.9
Te 6.1126 -7.1210 1.0201 0.1 -0.1 0.0
Te 4.1448 -5.5124 0.2983 0.3 -0.3 0.0
Br -3.9148 3.3537 -3.1766 0.0 0.0 0.0
C -2.7079 2.1840 -2.2949 0.0 0.0 0.0
C -1.3326 2.4733 -2.2423 0.0 0.0 0.0
C -0.4764 1.5595 -1.6985 0.1 0.0 -0.1
N -0.8766 0.3224 -1.2347 -0.2 -0.2 0.7
C -2.2357 0.0882 -1.2531 -0.1 0.0 -0.1
C -3.1530 0.9498 -1.7754 0.0 0.0 0.0
H -0.9450 3.4202 -2.5934 0.0 0.0 0.0
H 0.5779 1.7778 -1.5920 0.0 0.0 0.0
H -2.5572 -0.8442 -0.8023 0.0 0.0 0.0
H -4.2030 0.6908 -1.7603 0.0 0.0 0.0
```
Forces are in eV/Å.

Computed properties:
LUMO (alpha / beta), eV: 3.66 / 3.63
Energy above the lowest of the compared OMol25 structures with the same formula, charge and spin, kcal per mole: 67.7
Net charge: -2
Electronic energy, eV: -157189.821
⟨S²⟩: 2.025
Multiplicity: 3